(1)
{"formula": "C17H16N4O4", "method": "ωB97M-V/def2-TZVPD", "species": ["C", "C", "C", "C", "C", "C", "C", "O", "C", "N", "C", "N", "C", "C", "N", "O", "C", "O", "N", "C", "C", "C", "O", "C", "C", "H", "H", "H", "H", "H", "H", "H", "H", "H", "H", "H", "H", "H", "H", "H", "H"], "coordinates": [[-3.297, -4.337, -0.779], [-3.692, -3.405, 0.525], [-5.017, -2.764, 0.289], [-2.688, -2.405, 0.976], [-2.340, -2.239, 2.320], [-1.241, -1.465, 2.652], [-0.577, -0.688, 1.670], [0.427, 0.115, 2.141], [1.051, 1.014, 1.259], [1.994, 1.702, 1.925], [2.660, 2.624, 1.125], [3.372, 3.636, 1.812], [2.612, 2.595, -0.287], [3.625, 3.307, -0.990], [3.043, 3.894, -2.167], [3.275, 3.233, -3.378], [4.266, 2.414, -3.106], [4.809, 1.657, -3.854], [4.559, 2.381, -1.796], [1.670, 1.773, -0.886], [0.795, 0.976, -0.128], [-0.163, 0.038, -0.646], [-0.495, 0.303, -1.805], [-0.950, -0.781, 0.303], [-1.965, -1.661, -0.031], [-2.397, -4.887, -0.647], [-4.113, -4.989, -1.119], [-3.150, -3.727, -1.721], [-3.846, -4.147, 1.327], [-5.048, -2.153, -0.603], [-5.811, -3.492, 0.160], [-5.216, -2.143, 1.155], [-2.945, -2.659, 3.134], [-0.872, -1.534, 3.697], [3.166, 4.576, 1.512], [3.502, 3.441, 2.850], [4.161, 3.949, -0.409], [2.041, 4.063, -1.991], [5.349, 1.962, -1.405], [1.723, 1.686, -1.996], [-2.278, -1.860, -1.086]], "lowdin_charge": [-0.04, -0.37, -0.09, -0.20, -0.02, 0.01, -0.17, 0.08, -0.20, 0.20, -0.26, 0.10, -0.15, -0.24, 0.02, 0.09, -0.64, 0.11, 0.20, 0.10, -0.06, -0.29, 0.08, -0.06, 0.07, 0.05, 0.07, 0.08, 0.13, 0.08, 0.08, 0.08, 0.13, 0.13, 0.10, 0.13, 0.11, 0.15, 0.13, 0.16, 0.14], "e_lumo_ev": -0.642, "smiles": "CC(C)c1ccc2oc3nc(N)c([C@@H]4NOC(=O)N4)cc3c(=O)c2c1"}

=====

(2)
{"formula": "C3H5F2N3", "method": "ωB97M-V/def2-TZVPD", "species": ["N", "C", "C", "N", "F", "C", "N", "F", "H", "H", "H", "H", "H"], "coordinates": [[-2.973, 0.910, 1.069], [-2.246, 0.354, 0.393], [-1.204, -0.313, -0.319], [-1.410, -1.948, -0.258], [-1.222, -0.051, -1.662], [0.109, 0.389, 0.266], [0.309, 1.680, -0.127], [1.205, -0.386, -0.150], [-1.747, -2.276, 0.657], [-0.519, -2.430, -0.335], [0.032, 0.473, 1.324], [0.836, 2.301, 0.350], [0.457, 1.801, -1.206]], "lowdin_charge": [0.21, -0.17, -0.39, 0.11, 0.05, -0.38, 0.11, -0.01, 0.07, 0.06, 0.14, 0.05, 0.16], "e_lumo_ev": 0.736, "smiles": "N#C[C@@](N)(F)[C@H](N)F"}